Entry 1:
Below is an isolated ion of composition C8H12BrF3IN2O3 and charge +1, with properties calculated with wB97M-V/def2-TZVPD.

## Properties
Molar mass   448.00 g/mol
DFT total energy   -103901.04531 eV
Kohn-Sham gap   9.486 eV
Energy above the lowest of the compared OMol25 structures with the same formula, charge and spin   0.00 kcal per mole
SMILES string   N[N@@H+]1[C@H](Br)OC[C@@]1(CC(=O)I)C[C@@H](O)C(F)(F)F
Charge   +1

Geometry as XYZ:
```
30
Properties=species:S:1:pos:R:3:mulliken_charge:R:1
N -0.539 1.630 2.114 -0.573
N -1.066 0.542 1.364 0.101
C -1.619 -0.694 2.088 0.012
Br -0.537 -1.198 3.605 -0.046
O -1.699 -1.595 1.091 -0.432
C -0.516 -1.506 0.274 -0.612
C -0.153 -0.003 0.226 1.342
C 1.340 0.307 0.422 -0.933
C 2.082 -0.072 1.703 -0.222
O 2.204 0.614 2.643 -0.386
I 3.152 -1.937 1.561 0.062
C -0.696 0.717 -1.026 -1.580
C 0.054 0.677 -2.365 -0.291
O 1.279 1.358 -2.318 -0.585
C 0.212 -0.721 -2.947 0.550
F -0.965 -1.367 -2.946 -0.256
F 0.695 -0.697 -4.185 -0.267
F 1.068 -1.459 -2.185 -0.226
H -0.422 1.349 3.085 0.217
H -1.169 2.420 2.032 0.254
H -1.904 0.869 0.876 0.625
H -2.605 -0.454 2.483 0.431
H -0.794 -1.902 -0.699 0.366
H 0.289 -2.106 0.705 0.247
H 1.512 1.376 0.278 0.607
H 1.838 -0.232 -0.386 0.592
H -1.708 0.332 -1.209 0.550
H -0.771 1.787 -0.796 0.551
H -0.593 1.206 -3.077 0.474
H 2.033 0.763 -2.411 0.426
```

Entry 2:
Below is an isolated ion of composition C8H15N2S and charge +1 in a non-equilibrium geometry, with properties calculated with wB97M-V/def2-TZVPD.

## Properties
Molar mass   171.29 g/mol
DFT total energy   -22345.83150 eV
Kohn-Sham gap   7.815 eV
Energy above the lowest of the compared OMol25 structures with the same formula, charge and spin   55.57 kcal per mole
SMILES string   [H]/N=C(\C)[C@H](C=S)C(=[NH2+])C(C)C
Charge   +1

Geometry as XYZ:
```
26
Properties=species:S:1:pos:R:3:mulliken_charge:R:1
H 2.345 -2.743 0.934 0.295
N 1.793 -1.880 0.833 -0.586
C 2.071 -1.048 -0.038 0.367
C 3.449 -0.956 -0.825 -1.340
C 0.923 0.025 -0.345 0.104
C 1.275 1.334 0.496 -0.322
S 1.083 2.760 -0.165 -0.107
C -0.509 -0.042 0.196 -0.271
N -0.543 -0.745 1.315 -0.100
C -1.667 0.726 -0.319 1.238
C -2.574 0.018 -1.279 -1.758
C -2.527 1.223 0.810 -1.729
H 3.796 -0.101 -1.160 0.442
H 4.222 -1.242 -0.107 0.409
H 3.314 -1.679 -1.707 0.317
H 1.028 0.303 -1.412 0.488
H 1.531 1.257 1.537 0.336
H -1.285 -0.780 1.968 0.221
H 0.244 -1.341 1.445 0.244
H -1.207 1.559 -0.769 0.174
H -3.380 0.516 -1.671 0.508
H -2.008 -0.254 -2.111 0.465
H -3.137 -0.896 -1.047 0.376
H -3.240 0.428 1.161 0.354
H -3.012 2.092 0.500 0.468
H -1.985 1.466 1.759 0.406
```

Entry 3:
Below is C44H41N11O3S2SiTi as an isolated structure in a non-equilibrium geometry, with properties calculated with wB97M-V/def2-TZVPD.

## Properties
Molar mass   911.97 g/mol
Multiplicity   2
DFT total energy   -121485.49811 eV
<S²>   0.75
Kohn-Sham gap (spin up / spin down)   7.793 / 7.957 eV
Energy above the lowest of the compared OMol25 structures with the same formula, charge and spin   53.16 kcal per mole
Charge   +1

Geometry as XYZ:
```
103
Properties=species:S:1:pos:R:3:mulliken_charge:R:1
Ti -0.741 0.515 0.286 -0.185
C -2.871 -7.010 2.841 -1.326
C -2.863 -5.497 2.576 0.768
C -2.433 -4.578 3.603 -1.074
C -2.190 -3.230 3.345 -0.401
C -2.632 -2.726 2.162 0.128
C -3.104 -3.586 1.176 -0.029
C -3.254 -4.920 1.382 -0.961
S -2.550 -0.999 1.861 1.297
O -3.474 -0.299 2.655 -0.642
O -1.095 -0.618 2.007 -0.408
N -2.500 -0.632 0.167 0.514
C -3.673 -0.607 -0.593 -0.622
C -4.949 -0.287 -0.083 -0.610
C -6.032 -0.358 -0.954 -1.026
C -5.848 -0.424 -2.318 -0.990
C -4.602 -0.735 -2.903 1.249
C -4.385 -0.918 -4.242 -0.457
C -3.193 -1.303 -4.743 -0.837
C -2.101 -1.436 -3.811 -0.128
N -2.219 -1.095 -2.540 0.090
C -3.458 -0.854 -2.001 0.164
H -2.092 -7.273 3.600 0.357
H -2.656 -7.624 1.985 0.382
H -3.861 -7.306 3.205 0.300
H -2.298 -4.943 4.620 0.404
H -1.511 -2.637 4.013 0.390
H -3.387 -3.185 0.241 0.492
H -3.742 -5.411 0.507 0.354
H -5.061 -0.218 0.985 0.665
H -7.035 -0.246 -0.545 0.409
H -6.708 -0.326 -2.916 0.533
H -5.221 -0.651 -4.936 0.344
H -2.921 -1.528 -5.800 0.367
H -1.088 -1.649 -4.129 0.354
C 2.511 -4.177 -0.238 -0.935
N 1.690 -2.947 -0.571 0.815
C 0.874 -2.201 0.225 -0.416
N 0.339 -1.211 -0.526 0.893
C 0.790 -1.429 -1.782 -0.553
N 1.638 -2.445 -1.891 -0.850
C 4.049 -4.003 -0.347 0.434
C 4.849 -4.978 -0.951 -0.550
C 6.180 -4.780 -1.414 -0.623
C 6.849 -3.678 -0.946 -0.513
C 6.212 -2.747 -0.130 -0.079
C 4.825 -2.889 0.141 0.166
C 6.758 -1.413 0.179 0.545
N 8.042 -1.186 0.365 -0.423
N 8.182 0.084 0.851 -0.475
C 7.008 0.616 0.860 0.157
O 6.027 -0.353 0.684 -0.189
C 6.596 2.027 1.174 -0.361
C 7.449 3.162 1.275 -0.533
C 6.961 4.392 1.721 -0.653
C 5.614 4.475 2.142 -0.696
C 4.747 3.452 1.919 0.888
C 3.283 3.683 2.165 -1.446
N 2.455 2.515 2.002 0.649
C 1.614 2.197 1.057 -0.604
N 1.068 0.956 1.365 0.901
C 1.602 0.624 2.601 -0.831
N 2.470 1.556 3.022 -0.750
C 5.269 2.226 1.518 0.125
H 2.210 -4.940 -1.006 0.376
H 2.299 -4.406 0.788 0.251
H 0.555 -2.394 1.282 0.322
H 0.356 -0.894 -2.693 0.427
H 4.454 -5.966 -1.238 0.347
H 6.588 -5.491 -2.157 0.363
H 7.878 -3.471 -1.267 0.449
H 4.374 -2.056 0.792 0.241
H 8.514 2.999 0.857 0.331
H 7.611 5.261 1.690 0.401
H 5.164 5.418 2.496 0.382
H 2.838 4.496 1.536 0.424
H 3.118 4.026 3.191 0.435
H 1.281 2.700 0.177 0.675
H 1.419 -0.251 3.178 0.698
H 4.640 1.401 1.402 0.947
C -3.622 6.472 -1.644 -1.124
Si -3.247 4.720 -2.251 0.361
C -1.724 4.485 -3.315 -1.108
C -4.489 3.751 -3.186 -0.968
C -2.897 3.882 -0.521 0.119
C -3.774 4.115 0.536 -0.078
C -3.645 3.558 1.776 -1.057
C -2.566 2.746 2.065 -0.332
N -1.713 2.370 1.094 0.068
C -1.878 2.956 -0.193 0.644
S -0.914 2.032 -1.410 -0.642
H -3.599 7.202 -2.468 0.389
H -2.839 6.673 -0.918 0.334
H -4.603 6.554 -1.171 0.313
H -2.021 3.795 -4.070 0.267
H -0.862 4.299 -2.665 0.371
H -1.453 5.405 -3.829 0.406
H -5.557 3.820 -2.766 0.287
H -4.246 2.660 -3.183 0.169
H -4.506 4.082 -4.163 0.493
H -4.518 4.956 0.410 0.127
H -4.327 3.771 2.615 0.396
H -2.498 2.330 3.056 0.541
```

Entry 4:
Below is a 2-piece molecular cluster, C9H7N2O3 overall in a non-equilibrium geometry, with properties calculated with wB97M-V/def2-TZVPD.

## Properties
Molar mass   191.17 g/mol
DFT total energy   -18567.36614 eV
Kohn-Sham gap   8.316 eV
Energy above the lowest of the compared OMol25 structures with the same formula, charge and spin   20.55 kcal per mole
Charge   -1

Geometry as XYZ:
```
21
Properties=species:S:1:pos:R:3:mulliken_charge:R:1
C 1.637 1.082 -0.472 -0.485
C 1.546 -0.207 -0.853 -0.456
C 0.744 1.565 0.450 -0.365
C 0.465 -1.027 -0.381 -0.292
C -0.276 0.787 0.956 -0.442
C -0.479 -0.504 0.471 0.302
C -3.072 0.823 -0.458 -0.317
C -2.267 -2.207 -0.167 0.506
C -1.553 -1.370 0.902 0.084
N -2.981 1.956 -0.547 0.588
N -1.842 -1.556 2.075 -0.746
O -3.345 -1.809 -0.647 -0.815
O -1.734 -3.259 -0.526 -0.700
O -2.645 3.104 -0.609 -0.730
H 2.430 1.678 -0.853 0.398
H 2.266 -0.776 -1.431 0.337
H 0.829 2.504 0.868 0.442
H 0.603 -2.066 -0.556 0.435
H -0.878 1.176 1.745 0.423
H -3.541 -0.178 -0.593 0.531
H -2.519 -2.352 2.355 0.302
```

What did the fourth record say?
Below is a 2-piece molecular cluster, C9H7N2O3 overall in a non-equilibrium geometry, with properties calculated with wB97M-V/def2-TZVPD.

## Properties
Molar mass   191.17 g/mol
DFT total energy   -18567.36614 eV
Kohn-Sham gap   8.316 eV
Energy above the lowest of the compared OMol25 structures with the same formula, charge and spin   20.55 kcal per mole
Charge   -1

Geometry as XYZ:
```
21
Properties=species:S:1:pos:R:3:mulliken_charge:R:1
C 1.637 1.082 -0.472 -0.485
C 1.546 -0.207 -0.853 -0.456
C 0.744 1.565 0.450 -0.365
C 0.465 -1.027 -0.381 -0.292
C -0.276 0.787 0.956 -0.442
C -0.479 -0.504 0.471 0.302
C -3.072 0.823 -0.458 -0.317
C -2.267 -2.207 -0.167 0.506
C -1.553 -1.370 0.902 0.084
N -2.981 1.956 -0.547 0.588
N -1.842 -1.556 2.075 -0.746
O -3.345 -1.809 -0.647 -0.815
O -1.734 -3.259 -0.526 -0.700
O -2.645 3.104 -0.609 -0.730
H 2.430 1.678 -0.853 0.398
H 2.266 -0.776 -1.431 0.337
H 0.829 2.504 0.868 0.442
H 0.603 -2.066 -0.556 0.435
H -0.878 1.176 1.745 0.423
H -3.541 -0.178 -0.593 0.531
H -2.519 -2.352 2.355 0.302
```

Question: Which of these has the lowest DFT total energy?
Answer: C44H41N11O3S2SiTi